DFT (ωB97M-V/def2-TZVPD) results for a cluster of 9 separate species, C34H83BN7O16 in total.

Output
Total charge: -1
Lowest unoccupied orbital energy in eV: 2.0
E in Eh: -2957.2024
Frontier orbital gap in eV: 9.4

Each line ends with the Mulliken charge.
CARTESIAN COORDINATES (ANGSTROEM)
O (8.61913, -15.67192, -14.03476)  -0.6688
C (9.15817, -16.53815, -13.27037)  0.5985
O (10.25813, -16.33992, -12.58590)  -0.4323
B (10.59146, -17.52269, -11.78106)  0.9330
O (9.56457, -18.49458, -12.21528)  -0.4381
C (8.67808, -17.91423, -12.99403)  0.6131
O (7.63849, -18.44543, -13.36989)  -0.6429
O (10.69662, -17.37352, -10.30878)  -0.4507
C (11.93049, -17.42611, -9.89007)  0.5576
O (12.45249, -17.18315, -8.77365)  -0.6399
C (12.77198, -17.92180, -11.06771)  0.6434
O (11.97007, -17.96678, -12.15893)  -0.4432
O (13.95729, -18.23166, -11.03677)  -0.6340
C (8.61815, -22.33728, 1.48772)  -1.2828
C (7.82827, -21.27467, 0.62932)  0.3269
C (8.16051, -21.45113, -0.86786)  -0.6431
O (9.52763, -21.23530, -1.09284)  -0.2853
C (9.84809, -21.26530, -2.46901)  -0.8022
N (6.41479, -21.41786, 0.80495)  -0.6581
H (8.39468, -23.29241, 1.01244)  0.2991
H (8.41154, -22.25377, 2.55471)  0.4003
H (9.67958, -22.13635, 1.34250)  0.3294
H (8.10699, -20.30489, 1.04154)  0.2268
H (7.44018, -20.73605, -1.26520)  0.3508
H (7.85319, -22.45552, -1.15918)  0.3159
H (10.84206, -20.83511, -2.59176)  0.2785
H (9.26312, -20.63982, -3.14331)  0.3303
H (9.84818, -22.25193, -2.93232)  0.3078
H (6.23317, -21.84222, 1.70329)  0.2479
H (6.01229, -22.06778, 0.14488)  0.2581
C (16.21778, -13.28490, -2.61734)  -1.5506
C (16.64382, -12.19848, -3.58526)  0.5813
C (18.15859, -12.26214, -3.92011)  -0.7940
O (18.33044, -11.30474, -5.00223)  -0.2521
C (19.70515, -10.88405, -5.16140)  -0.7535
N (15.68027, -12.29403, -4.65411)  -0.6521
H (17.00234, -13.33065, -1.86203)  0.3417
H (16.11204, -14.32570, -2.92331)  0.3958
H (15.26358, -13.13510, -2.11219)  0.4084
H (16.48654, -11.27571, -3.02683)  0.2155
H (18.40900, -13.27509, -4.23524)  0.3508
H (18.59683, -12.17392, -2.92599)  0.3310
H (20.37653, -11.72930, -5.31276)  0.3048
H (20.07121, -10.41243, -4.24945)  0.3002
H (19.78997, -10.21455, -6.01738)  0.2375
H (14.73444, -12.18226, -4.31795)  0.2758
H (15.63852, -13.25042, -4.97608)  0.2601
C (4.07471, -24.01248, -17.90757)  -1.4920
C (4.85611, -22.84741, -18.54715)  0.3216
C (6.39441, -22.95635, -18.47992)  -0.6494
O (6.96470, -21.95015, -19.16354)  -0.4023
C (8.24825, -21.76435, -18.65799)  -0.7599
N (4.44798, -22.84615, -19.96600)  -0.8003
H (4.58869, -24.96436, -18.04117)  0.3509
H (3.03862, -23.93157, -18.23632)  0.3967
H (4.26694, -23.92460, -16.83826)  0.3897
H (4.57051, -21.91307, -18.06389)  0.3762
H (6.63006, -23.98550, -18.75087)  0.2592
H (6.73940, -22.92043, -17.44658)  0.4408
H (8.76256, -22.70385, -18.45571)  0.3253
H (8.08669, -21.24524, -17.71326)  0.3196
H (8.90230, -21.11400, -19.23880)  0.2529
H (5.22604, -22.29999, -20.30720)  0.3554
H (4.71340, -23.80205, -20.15546)  0.3163
C (3.59151, -13.39090, -9.72455)  -1.3077
C (3.05597, -12.11664, -9.03588)  0.4305
C (1.60033, -11.99685, -9.48945)  -0.7146
O (1.43994, -11.81294, -10.91980)  -0.3589
C (1.72545, -10.50163, -11.39098)  -0.6947
N (3.16964, -12.28196, -7.52113)  -0.6940
H (3.70090, -13.28385, -10.80374)  0.3315
H (2.97923, -14.28527, -9.60919)  0.3182
H (4.56449, -13.65515, -9.31034)  0.3923
H (3.58872, -11.26502, -9.45900)  0.2334
H (1.04655, -11.16236, -9.05926)  0.3891
H (1.00143, -12.84776, -9.16484)  0.3543
H (1.25778, -10.52687, -12.37522)  0.2517
H (2.78151, -10.23187, -11.38239)  0.2635
H (1.11760, -9.79529, -10.82556)  0.3209
H (2.69020, -13.12366, -7.23518)  0.2436
H (2.78564, -11.53925, -6.95454)  0.2411
C (16.20861, -19.96450, -16.63010)  -1.2281
C (17.07337, -18.78271, -17.05023)  0.4082
C (16.15771, -17.59661, -17.43544)  -0.6514
O (15.33680, -18.01162, -18.52463)  -0.3133
C (14.39386, -17.04852, -18.95354)  -0.8012
N (17.99684, -18.35903, -16.02100)  -0.7524
H (15.25812, -20.05399, -17.15607)  0.3221
H (15.81317, -19.86207, -15.61954)  0.3387
H (16.73461, -20.88042, -16.89943)  0.2744
H (17.78914, -19.10892, -17.80480)  0.2944
H (16.79835, -16.73726, -17.63340)  0.3739
H (15.53199, -17.34993, -16.57769)  0.3125
H (14.90130, -16.09778, -19.11692)  0.3086
H (13.57287, -16.77046, -18.29267)  0.3254
H (13.77042, -17.23710, -19.82753)  0.2821
H (17.47263, -18.00812, -15.23223)  0.2645
H (18.51670, -17.54099, -16.30500)  0.2431
C (16.09491, -10.31727, -10.98835)  -1.5123
C (14.75064, -9.57429, -10.67961)  0.3250
C (13.54561, -10.56261, -10.87343)  -0.7176
O (12.45293, -9.87851, -10.39535)  -0.3205
C (11.23954, -10.69011, -10.51638)  -0.8145
N (14.90317, -9.11800, -9.33695)  -0.6780
H (15.98316, -11.27604, -10.48202)  0.4302
H (17.07597, -10.00890, -10.62705)  0.3786
H (16.17918, -10.56330, -12.04688)  0.3547
H (14.68573, -8.67957, -11.29876)  0.2183
H (13.73591, -11.54289, -10.43649)  0.3818
H (13.47576, -10.70372, -11.95199)  0.4469
H (10.29056, -10.20841, -10.28079)  0.3002
H (11.17420, -11.60247, -9.92359)  0.3183
H (11.06640, -11.00345, -11.54591)  0.3273
H (15.82928, -9.45486, -9.11576)  0.2590
H (14.49733, -9.80271, -8.71522)  0.3033
C (7.95563, -24.40027, -9.44778)  -1.4527
C (6.50538, -24.20477, -9.13618)  0.5231
C (6.38172, -23.68939, -7.64716)  -0.7268
O (5.14409, -23.11694, -7.18158)  -0.3857
C (3.95159, -23.85220, -7.35895)  -0.6640
N (5.92420, -23.36489, -10.15320)  -0.5847
H (8.32603, -23.37724, -9.51351)  0.4143
H (8.08490, -24.97688, -10.36370)  0.3219
H (8.54623, -24.93825, -8.70624)  0.3607
H (5.88532, -25.10122, -9.13960)  0.2167
H (7.06818, -22.85238, -7.51961)  0.3577
H (6.82001, -24.43352, -6.98211)  0.3497
H (4.19222, -24.91460, -7.32013)  0.3008
H (3.53900, -23.60754, -8.33772)  0.2498
H (3.21541, -23.59757, -6.59652)  0.2455
H (6.61801, -22.79750, -10.61880)  0.2763
H (5.25306, -22.73180, -9.74226)  0.1984
C (17.23475, -24.54939, -11.75924)  -1.0300
C (15.79454, -25.14317, -11.44785)  -0.1517
O (15.53329, -26.07072, -12.46464)  -0.5242
H (17.59119, -24.37850, -12.77505)  0.3184
H (17.92343, -25.26686, -11.31311)  0.3103
H (17.46980, -23.57965, -11.32057)  0.3261
H (14.99913, -24.40303, -11.53510)  0.2334
H (15.60892, -25.59587, -10.47384)  0.2165
H (16.27568, -26.66842, -12.57961)  0.3012

Cartesian forces, eV/Å:
O 2.0 -3.5 2.9
C -1.6 4.8 -3.2
O 0.0 0.6 0.5
B 1.1 -1.0 -0.8
O 0.4 -0.2 0.9
C -2.5 -2.4 -0.3
O 1.8 1.1 0.4
O -1.1 0.9 0.4
C 2.7 0.2 2.8
O -2.5 -0.6 -3.4
C 1.7 -0.7 -1.4
O 0.5 0.0 1.2
O -2.3 0.6 -0.1
C 0.1 1.2 -1.4
C 1.7 -1.5 1.1
C -0.6 0.6 2.0
O -0.6 0.3 -0.8
C 0.9 0.5 -0.7
N -1.2 -0.1 0.1
H 0.0 -0.4 0.6
H -0.3 -0.3 -0.1
H 0.1 -0.1 0.1
H 0.2 0.3 -0.6
H 0.5 0.3 -1.2
H 0.0 -0.3 -0.2
H 0.2 -0.3 0.3
H -0.7 0.2 0.5
H -0.1 -0.4 0.4
H -0.1 0.2 0.2
H 0.0 -0.1 -0.3
C 1.2 -0.7 1.9
C -1.1 -1.1 0.8
C -2.5 0.0 -1.4
O 1.7 -0.3 1.4
C -0.6 -0.6 0.4
N 0.0 0.5 -1.8
H -0.1 -0.2 0.7
H 0.4 0.1 -1.0
H 0.0 0.7 0.0
H 0.0 0.4 -0.4
H 0.2 -0.1 -0.5
H 0.9 1.1 -0.3
H -0.1 -0.3 -0.3
H -0.1 0.4 0.1
H -0.3 0.0 0.2
H 0.0 0.5 0.4
H 0.4 -0.2 -0.4
C 1.9 1.0 1.1
C -0.5 -0.5 0.2
C -2.5 -1.8 2.4
O 0.8 0.8 -2.2
C 0.8 1.0 1.0
N 0.8 0.4 0.9
H -0.4 -0.3 -1.0
H 0.1 -0.4 0.4
H -1.0 0.2 0.4
H -0.1 0.1 -0.1
H 0.6 -0.2 -0.9
H -0.3 0.1 0.6
H 0.1 -0.1 -0.2
H 0.5 0.0 0.4
H -0.4 -0.1 -0.5
H -0.1 0.3 -1.3
H -0.2 -0.4 -1.1
C 0.8 0.0 0.3
C -1.1 -1.5 0.5
C -0.8 1.1 -0.7
O 0.6 -0.7 0.9
C -1.3 -0.8 0.1
N 0.4 0.2 -1.6
H 0.0 0.3 0.1
H -0.4 0.2 0.4
H 0.1 0.1 -0.1
H 0.3 0.1 0.7
H 0.3 0.5 0.5
H 0.3 -0.5 -0.4
H 0.7 0.3 -0.3
H 0.0 0.0 -0.1
H 0.2 0.4 0.3
H 0.0 -0.2 -0.2
H -0.1 0.4 -0.4
C -0.3 -0.2 -0.4
C -0.6 0.5 -0.1
C 0.1 -1.2 -0.5
O -0.6 0.3 -0.4
C -0.2 1.5 0.2
N 0.0 0.1 1.2
H 0.2 0.5 -0.7
H 0.8 -0.3 0.5
H 0.0 -0.2 0.9
H -0.7 0.2 -0.9
H -0.1 0.3 -0.5
H -0.1 0.0 0.3
H 0.2 0.2 -0.3
H 0.2 -0.5 1.2
H 1.0 -1.0 -0.5
H -0.2 -0.2 0.5
H 0.3 0.0 -0.4
C -1.2 -1.4 -1.0
C 1.5 -1.2 -0.8
C 2.0 1.6 -1.1
O -3.0 -1.0 0.7
C -0.1 0.1 -0.6
N 0.4 -0.4 2.2
H 0.0 -0.4 0.0
H -0.3 1.1 0.0
H 0.2 0.0 -0.2
H -0.5 -0.2 -0.4
H 0.0 0.0 0.5
H -0.2 -0.3 -0.4
H 0.6 1.0 0.4
H 0.9 -0.1 0.3
H 0.5 0.0 -0.3
H 0.8 1.0 0.3
H -1.4 0.1 0.3
C 0.3 -0.4 0.1
C -1.4 -0.2 1.7
C 0.3 1.2 -0.7
O 0.6 -0.1 -0.1
C 0.7 -0.3 -0.5
N -0.3 0.6 -0.2
H 0.6 -0.2 -0.3
H 0.0 0.4 -0.2
H -0.2 0.1 0.3
H 0.4 -0.6 -0.1
H 0.1 0.2 -0.2
H -0.6 -0.6 0.2
H -0.4 -0.2 0.0
H -0.3 -0.2 -0.1
H 0.3 0.1 0.1
H 0.1 0.1 0.0
H -0.2 0.1 -0.1
C -0.2 -0.2 1.7
C 0.9 1.3 -1.5
O -0.8 -0.9 -0.6
H -1.0 -0.6 -0.4
H 0.3 0.0 0.0
H -0.4 0.0 0.6
H 0.2 0.3 -0.2
H 0.9 0.0 0.3
H 0.1 0.0 0.2

---

DFT (ωB97M-V/def2-TZVPD) results for a structure of composition C27H40F5N4S2Si4TeZr.

Output
Total charge: +1
Lowest unoccupied orbital energy in eV: -3.9
E in Eh: -4040.4888
Frontier orbital gap in eV: 6.4
Relative energy (zero: lowest compared OMol25 entry of this formula, charge and spin) in kcal/mol: 28.2

Each line ends with the Mulliken charge.
CARTESIAN COORDINATES (ANGSTROEM)
Zr (2.25545, 1.16403, -0.66303)  -0.3441
F (-2.47230, 2.16141, -5.50255)  -0.3057
C (-1.72479, 2.37825, -4.43484)  0.5313
C (-0.70751, 1.50549, -4.10086)  0.1470
F (-0.45496, 0.42818, -4.83786)  -0.3653
C (0.07504, 1.76706, -2.99274)  -0.1103
F (1.08368, 0.86343, -2.75941)  -0.4597
C (-0.06886, 2.89055, -2.18455)  1.0707
S (0.93250, 3.30169, -0.82171)  -0.4267
C (-1.12012, 3.74235, -2.54803)  0.0535
F (-1.33207, 4.83528, -1.82486)  -0.3381
C (-1.93441, 3.49693, -3.63694)  0.3267
F (-2.91557, 4.33457, -3.93244)  -0.2804
C (3.51846, 1.08065, 1.13947)  -1.8487
C (2.73793, 1.11346, 2.40664)  1.1279
C (2.91276, 0.17876, 3.42420)  -0.6610
C (2.20392, 0.26496, 4.60816)  -0.6324
C (1.30272, 1.30668, 4.80779)  0.5888
C (1.12585, 2.26298, 3.80723)  -1.1813
C (1.82554, 2.15673, 2.62554)  0.3290
C (0.54554, 1.36831, 6.01790)  -0.0428
N (-0.08245, 1.38727, 6.98079)  -0.5188
H (4.30802, 0.32618, 1.19108)  0.4509
H (3.98988, 2.07355, 1.01385)  0.4874
H (3.63385, -0.61957, 3.29376)  0.3609
H (2.35087, -0.46695, 5.39069)  0.5105
H (0.44658, 3.09053, 3.96386)  0.4720
H (1.68125, 2.90793, 1.85573)  0.3907
C (-1.49892, -3.33501, -2.33415)  -0.9444
Si (-2.72870, -2.53659, -1.13634)  0.5323
C (-3.57303, -1.10778, -2.04954)  -0.8603
C (-4.01306, -3.82945, -0.62808)  -1.0674
Si (-1.73284, -1.81150, 0.88242)  -0.0245
Te (0.01498, 0.00576, 0.13583)  0.9020
Si (-3.15689, -0.48943, 2.24912)  0.3690
C (-2.11524, 0.17739, 3.67051)  -0.5928
C (-4.55359, -1.57718, 2.90796)  -1.0631
C (-3.85291, 0.95396, 1.24439)  -0.9557
Si (-0.55953, -3.54782, 1.98217)  0.4816
C (0.64369, -2.77397, 3.20936)  -0.7614
C (-1.82765, -4.62215, 2.88036)  -1.0928
C (0.45245, -4.58054, 0.75978)  -1.0989
H (-1.99347, -3.62086, -3.26429)  0.3983
H (-1.05507, -4.23527, -1.90555)  0.2921
H (-0.68828, -2.64730, -2.58563)  0.2031
H (-3.87783, -1.40794, -3.05354)  0.3982
H (-2.89818, -0.25271, -2.14228)  0.0810
H (-4.46581, -0.77202, -1.51855)  0.3246
H (-4.70807, -4.03706, -1.44353)  0.3847
H (-4.59846, -3.49233, 0.23019)  0.2431
H (-3.53495, -4.77206, -0.35376)  0.2899
H (-1.77055, -0.62079, 4.33078)  0.3037
H (-2.66972, 0.88835, 4.28590)  0.5050
H (-1.23515, 0.68331, 3.27141)  -0.2131
H (-4.16233, -2.41822, 3.48341)  0.2715
H (-5.16514, -1.98316, 2.09978)  0.3104
H (-5.21216, -1.00480, 3.56380)  0.4117
H (-3.04833, 1.48228, 0.72715)  0.2094
H (-4.36880, 1.66985, 1.88649)  0.3974
H (-4.56487, 0.60762, 0.49309)  0.2906
H (0.12002, -2.10590, 3.89649)  0.1732
H (1.38530, -2.18001, 2.67573)  0.0033
H (1.16800, -3.52026, 3.81003)  0.5273
H (-2.18908, -4.12392, 3.78208)  0.3059
H (-1.40171, -5.58045, 3.18170)  0.3761
H (-2.69159, -4.82663, 2.24401)  0.3254
H (1.03241, -3.93080, 0.09998)  0.3151
H (-0.18812, -5.20506, 0.13395)  0.2742
H (1.15106, -5.24138, 1.27578)  0.3949
C (3.68131, 2.70055, -6.07168)  -1.3319
C (3.01045, 3.22121, -4.79182)  0.3268
C (3.80568, 2.86432, -3.58500)  0.0970
N (3.37898, 2.15596, -2.60189)  0.1535
N (4.30724, 1.90431, -1.62812)  -0.8270
C (5.47237, 2.44229, -1.87935)  0.5311
N (6.54349, 2.34413, -1.08843)  -0.3746
S (5.48446, 3.30838, -3.39337)  -0.1804
H (3.00135, 2.79091, -6.91577)  0.3892
H (3.95267, 1.65039, -5.96314)  0.3763
H (4.58304, 3.27023, -6.29806)  0.3918
H (2.01648, 2.78992, -4.67803)  -0.2607
H (2.89639, 4.30619, -4.84262)  0.3373
H (6.48253, 1.85488, -0.21132)  0.2127
H (7.39890, 2.81748, -1.31669)  0.2062

Cartesian forces, eV/Å:
Zr -0.5 0.9 -0.2
F -0.1 0.0 -0.1
C 0.1 0.1 0.2
C 0.1 -0.1 0.1
F -0.1 0.0 -0.1
C 0.0 0.2 0.0
F -0.3 0.0 -0.4
C -0.4 -0.3 -0.6
S 0.7 0.1 0.3
C 0.3 -0.1 0.2
F -0.1 0.1 0.0
C 0.0 -0.1 -0.1
F 0.0 0.1 0.0
C -0.1 0.0 0.3
C -0.1 0.4 0.4
C 0.1 -0.1 -0.1
C -0.1 0.0 0.0
C 0.1 0.0 -0.3
C -0.1 0.1 0.1
C 0.3 -0.1 0.0
C -0.2 0.0 0.3
N 0.0 0.0 -0.1
H 0.1 0.1 -0.2
H 0.1 -0.1 0.0
H 0.0 0.0 0.0
H 0.0 0.0 0.0
H 0.0 0.0 0.0
H 0.0 0.1 0.1
C 0.0 0.1 0.4
Si -0.2 -0.1 -0.6
C 0.1 -0.1 0.3
C 0.2 0.2 0.1
Si 0.1 0.1 -0.2
Te -0.2 -1.0 0.2
Si -0.2 0.3 0.3
C -0.1 -0.2 -0.2
C 0.2 0.0 -0.2
C 0.2 -0.3 0.0
Si 0.5 -0.3 0.3
C -0.3 0.0 -0.1
C 0.0 0.2 -0.2
C -0.3 0.2 -0.1
H -0.1 0.0 0.0
H 0.0 0.0 0.0
H 0.0 0.0 0.0
H 0.0 -0.1 0.0
H 0.0 0.0 0.0
H 0.0 0.0 0.0
H 0.0 0.0 -0.1
H 0.0 0.0 0.0
H 0.0 0.0 0.0
H 0.0 0.0 0.0
H -0.1 0.0 -0.1
H 0.1 0.1 0.0
H 0.0 0.0 0.0
H 0.0 0.0 0.0
H 0.0 0.1 0.0
H 0.0 0.0 0.0
H 0.0 0.0 0.1
H 0.0 0.0 0.0
H 0.0 0.0 0.0
H 0.1 0.1 0.0
H 0.0 -0.1 -0.1
H 0.0 0.0 0.0
H 0.1 0.0 0.0
H 0.0 0.0 0.0
H 0.0 0.0 0.0
H 0.0 0.0 0.0
H 0.0 0.0 0.1
C -0.1 0.0 0.1
C 0.1 0.0 -0.2
C 0.0 0.0 0.0
N 0.1 -0.2 -0.1
N -0.1 -0.3 0.2
C 0.2 0.2 -0.2
N 0.0 0.0 0.0
S -0.2 -0.2 0.3
H 0.0 0.0 0.0
H 0.0 0.0 0.0
H 0.0 0.0 0.0
H 0.0 0.0 0.1
H 0.0 0.0 0.0
H 0.0 0.0 0.0
H 0.0 0.0 0.0

---

DFT (ωB97M-V/def2-TZVPD) results for a cluster of 2 separate species, C4H5F3N2O3 in total.

Output
SMILES string: [H]/N=C(\O)C(=O)O.[H]/N=C/C(F)(F)F
Lowest unoccupied orbital energy in eV: 0.0
E in Eh: -790.2190
Frontier orbital gap in eV: 10.5
Relative energy (zero: lowest compared OMol25 entry of this formula, charge and spin) in kcal/mol: 23.4

Each line ends with the Mulliken charge.
CARTESIAN COORDINATES (ANGSTROEM)
C (1.87227, -0.89211, 0.37704)  0.2516
C (-1.86587, 0.25177, 0.41179)  0.2681
C (1.51516, -1.46853, -0.98647)  0.6265
C (-3.16080, -0.42157, -0.17169)  0.8702
N (1.05007, -0.16463, 0.91258)  -0.3798
N (-1.92353, 1.19565, 1.20654)  -0.5944
O (3.17334, -1.14621, 0.73917)  -0.5548
O (2.21558, -2.20523, -1.58769)  -0.5690
O (0.21469, -1.32738, -1.26084)  -0.3988
F (-3.31789, -1.68036, 0.29837)  -0.2713
F (-4.42652, 0.09045, 0.11157)  -0.2752
F (-3.01483, -0.53576, -1.50338)  -0.2480
H (-1.03718, -0.23002, 0.03841)  0.0382
H (1.23002, 0.53305, 1.68404)  0.2525
H (-0.99305, 1.59338, 1.50268)  0.2628
H (3.65262, -1.82515, 0.04094)  0.3880
H (-0.13014, -1.71948, -2.07446)  0.3333

Cartesian forces, eV/Å:
C 3.0 -0.5 -1.2
C -3.0 -0.4 -0.3
C -2.2 -1.6 1.0
C -1.7 -0.3 1.1
N -1.5 3.0 1.8
N 0.4 1.8 1.2
O 0.7 -1.9 -2.2
O 1.9 -0.5 -1.1
O -0.5 1.1 0.3
F 1.0 -0.2 0.0
F 2.2 0.6 -0.7
F -0.1 0.4 0.1
H 2.0 -0.9 -0.7
H 0.4 -1.9 -0.8
H -1.1 -0.9 -0.6
H -2.2 2.5 2.2
H 0.8 -0.3 -0.1

---

Max |F| readings, ordered: 6.0, 1.1, 3.9 eV Å⁻¹